This record from the Open Molecules 2025 dataset describes an isolated molecule of C22H25ClN2O7S in a non-equilibrium geometry. The level of theory is the ωB97M-V functional and the def2-TZVPD basis.

Summary:
- structure (SMILES) = CCN(CC)S(=O)(=O)c1ccc(Cl)c(NC(=O)COC(=O)/C=C/c2ccc(O)c(OC)c2)c1
- highest occupied orbital energy (eV) = -8.5
- total energy (eV) = -63890.042
- F_max (Eh/bohr) = 0.0224
- HOMO-LUMO gap (Ha) = 0.2970

The geometry in ORCA input format:
```
! wB97M-V def2-TZVPD RIJCOSX def2/J DEFGRID3
* xyz 0 1
Cl -0.47491 3.08827 -0.91015
S -5.74275 -0.32177 -0.59392
O 1.29303 2.44262 1.78098
O -6.38158 -0.24077 -1.87565
O 8.93783 -0.38726 -1.64066
O -6.47474 0.09044 0.56714
O 1.55591 0.24170 2.14100
O -1.57833 -0.94646 2.01391
O 7.64004 -2.54080 -0.77373
N -5.25474 -1.87766 -0.36191
N -1.12305 1.14689 1.22352
C 6.98733 -3.70893 -0.33905
C 3.26654 1.39714 1.01811
C -3.12545 -2.32009 -1.59611
C -4.63441 -2.54062 -1.48261
C 0.34469 0.20728 2.88523
C 3.97358 0.26749 0.84253
C 7.01854 -1.33347 -0.56621
C 5.25744 0.14078 0.19769
C -4.05317 1.53854 -1.74525
C -2.89450 2.29676 -1.80189
C -2.12044 1.28103 0.26108
C -5.73395 -3.67521 1.25202
C 1.96629 1.43555 1.66828
C -4.24540 0.68083 -0.68073
C 5.79848 -1.14609 0.04542
C 7.20966 1.05317 -0.88826
C -1.93441 2.16231 -0.81290
C -3.30900 0.55948 0.32434
C -0.89933 0.05520 1.99565
C -5.01930 -2.35294 0.98352
C 5.98517 1.23274 -0.27922
C 7.74052 -0.21966 -1.04186
H -4.80855 1.59868 -2.51141
H 6.83883 -3.70259 0.74489
H 0.41802 -0.66848 3.53236
H -6.78713 -3.58188 1.00238
H -4.84591 -3.61066 -1.40715
H -5.13747 -2.15228 -2.36987
H -3.94671 -2.45754 1.18762
H -2.62367 -2.58526 -0.66872
H -2.72832 -2.94317 -2.39356
H -5.30377 -4.48260 0.66479
H 5.23571 -1.98926 0.41462
H 3.54195 -0.65432 1.21162
H -2.90182 -1.28098 -1.82364
H -3.48706 -0.10363 1.15178
H 5.59521 2.23094 -0.16976
H -0.43197 1.90095 1.26365
H 7.64705 -4.53199 -0.60837
H 9.14165 -1.33345 -1.65786
H -5.64145 -3.92902 2.30453
H -2.72499 2.98282 -2.61657
H 6.02358 -3.83694 -0.84082
H 7.77895 1.89082 -1.25731
H 0.25087 1.12188 3.48331
H -5.43406 -1.58614 1.63875
H 3.60673 2.36021 0.67072
*
```

---

This record from the Open Molecules 2025 dataset describes a structure of composition C20H40P2SiV in a non-equilibrium geometry. The level of theory is the ωB97M-V functional and the def2-TZVPD basis.

Summary:
- <S²> = 1.0003
- highest occupied orbital energy (spin up / spin down) (eV) = -14.0 / -13.9
- total energy (eV) = -73508.726
- energy relative to the best compared isomer or geometry (same formula, charge and spin) (eV) = 2.923
- F_max (Eh/bohr) = 0.0984
- HOMO-LUMO gap (spin up / spin down) (Ha) = 0.2513 / 0.2503

The geometry in ORCA input format:
```
! wB97M-V def2-TZVPD RIJCOSX def2/J DEFGRID3
* xyz 2 2
V 1.19506 -1.10032 0.18139
P 1.76607 0.86944 -0.90124
P -0.80679 -0.51097 1.19149
Si 1.97406 -2.07364 5.02524
C 2.68036 0.49198 -2.44726
C 0.56433 -1.35464 2.28523
C -1.82577 0.35577 -5.14261
C -1.39838 -2.06186 0.50248
C 1.84579 2.67859 -0.83078
C -0.71250 1.01482 -4.37824
C 0.68383 -2.62905 6.26666
C 3.10449 -3.59287 4.84561
C -3.09464 1.23713 -2.45781
C -2.02404 3.11817 -3.89219
C -0.01348 0.58579 -1.41813
C 2.85092 -0.14139 1.15885
C -3.31352 2.39919 -3.38530
C -1.07247 0.55796 -0.31600
C 3.00155 -0.83715 6.08513
C -2.84866 -0.44506 -4.28686
C 1.26259 -1.58624 3.34599
C -1.98188 0.19320 2.31002
C -0.77135 2.29295 -3.93776
C -2.95070 -0.03751 -2.85021
H 1.06790 3.10985 -0.18915
H -1.64566 -2.68653 1.35706
H -2.27025 3.57484 -4.87458
H -2.37248 1.12050 -5.72459
H 0.17335 0.39899 -4.21629
H -2.54591 -1.50307 -4.29089
H 3.45400 -1.07254 1.12312
H -0.69003 -2.58632 -0.15153
H 3.56537 -3.95370 5.77423
H -1.37869 1.56995 0.00682
H -2.96014 -0.10271 1.90893
H -3.13900 1.52401 -1.40422
H -0.19161 1.50768 -1.98295
H 0.14378 2.81353 -3.66152
H 1.16982 -2.97006 7.19063
H 2.43018 0.05898 6.35606
H 3.73924 0.48788 -2.18314
H 1.74681 3.10529 -1.84318
H 2.51938 -4.42779 4.44409
H -1.88633 1.28535 2.37476
H 2.47434 1.27295 -3.20394
H 3.90978 -0.51562 5.56361
H 3.35460 -1.25117 7.04521
H 3.46458 0.69083 0.79633
H 0.10306 -3.48429 5.90958
H -3.82577 -0.38362 -4.80416
H -3.04509 -0.86533 -2.14349
H -3.89547 3.15747 -2.82061
H -1.76793 -0.27354 3.27156
H -0.02944 -1.85896 6.57460
H -1.96490 0.05322 -0.69808
H 2.45240 -0.49273 -2.87074
H 3.92129 -3.37518 4.15166
H 2.82366 2.95570 -0.42327
H -3.92070 2.09083 -4.25510
H -0.13298 -0.25011 -2.13716
H 2.52819 0.04565 2.18718
H -1.81515 3.95518 -3.20137
H -2.30124 -1.78669 -0.04812
H -1.37783 -0.36298 -5.86103
*
```

---

This record from the Open Molecules 2025 dataset describes the ion C7H16N3O with charge +1 in a non-equilibrium geometry. The level of theory is the ωB97M-V functional and the def2-TZVPD basis.

Summary:
- structure (SMILES) = C=NC(C)(C)N(C)C(=O)[NH2+]C
- highest occupied orbital energy (eV) = -13.7
- total energy (eV) = -14027.456
- energy relative to the best compared isomer or geometry (same formula, charge and spin) (eV) = 1.956
- F_max (Eh/bohr) = 0.0989
- HOMO-LUMO gap (Ha) = 0.4024

The geometry in ORCA input format:
```
! wB97M-V def2-TZVPD RIJCOSX def2/J DEFGRID3
* xyz 1 1
O 2.95548 -0.79876 -0.14864
N -1.01260 0.36954 -0.91139
N 2.03101 1.16170 0.45149
N 0.71056 -0.91254 -0.18942
C -2.09004 1.02830 -0.91710
C -0.64663 -0.41107 0.21345
C 0.70668 -2.22036 -0.91628
C -1.62943 -1.68767 0.36013
C -0.71154 0.25942 1.63289
C 1.89246 -0.36435 -0.01316
C 2.30243 1.95204 -0.69559
H 1.72171 -2.34473 -1.40639
H -1.15375 -2.58373 0.71335
H 2.46077 3.08003 -0.49362
H 2.97321 0.99852 0.87404
H -1.75805 0.21861 2.00260
H -2.25648 1.74353 -1.77400
H 1.18497 1.43194 0.96937
H 1.60932 1.97757 -1.52138
H -2.51608 -1.59605 1.07827
H -0.02147 -0.32334 2.32240
H -0.07135 -2.25307 -1.72899
H 3.20809 1.71338 -1.16694
H -2.10022 -1.74976 -0.64921
H -2.98590 0.94012 -0.15838
H 0.52145 -2.90850 -0.09943
H -0.43556 1.31524 1.74680
*
```

---

This record from the Open Molecules 2025 dataset describes a cluster of 2 separate species, C5H8O in total. The level of theory is the ωB97M-V functional and the def2-TZVPD basis.

Summary:
- structure (SMILES) = O=CC1C=C1.C
- highest occupied orbital energy (eV) = -9.5
- total energy (eV) = -7359.146
- energy relative to the best compared isomer or geometry (same formula, charge and spin) (eV) = 3.109
- F_max (Eh/bohr) = 0.0139
- HOMO-LUMO gap (Ha) = 0.3840

The geometry in ORCA input format:
```
! wB97M-V def2-TZVPD RIJCOSX def2/J DEFGRID3
* xyz 0 1
O -0.88559 1.68491 1.83836
C 2.09330 -0.62032 0.45411
C -1.00455 0.74070 1.08990
C -1.88415 -0.25534 -1.12289
C -1.15143 0.85182 -0.39413
C -0.60952 -0.25346 -1.27359
H 1.20156 -1.24521 0.47301
H 2.52861 -0.63693 -0.54846
H -2.85676 -0.65062 -1.37016
H -1.02592 -0.31329 1.46226
H 2.81867 -0.99643 1.17675
H 0.29684 -0.62215 -1.72686
H 1.81800 0.40649 0.70828
H -1.19440 1.88283 -0.75916
*
```

---

This record from the Open Molecules 2025 dataset describes the ion C11H10N3 with charge +1 in a non-equilibrium geometry. The level of theory is the ωB97M-V functional and the def2-TZVPD basis.

Summary:
- structure (SMILES) = C=C/N=C\[NH+]=C1/N=Cc2ccccc21
- highest occupied orbital energy (eV) = -13.1
- total energy (eV) = -16029.257
- energy relative to the best compared isomer or geometry (same formula, charge and spin) (eV) = 0.000
- F_max (Eh/bohr) = 0.0537
- HOMO-LUMO gap (Ha) = 0.2843

The geometry in ORCA input format:
```
! wB97M-V def2-TZVPD RIJCOSX def2/J DEFGRID3
* xyz 1 1
N -1.29777 1.43352 -0.79690
N -0.48808 3.34799 0.10037
N 0.96944 0.97831 -1.20927
C -0.26697 -0.70730 -0.18774
C -1.39056 2.81537 -0.57122
C 0.89934 -1.24471 -0.75758
C 0.65561 2.61455 0.46254
C 0.26022 -3.21285 0.30778
C -0.85555 -2.63848 0.94740
C -1.23349 -1.33867 0.56432
C 0.57595 1.59660 1.37714
C 1.15766 -2.56964 -0.53461
C -0.24012 0.70822 -0.55909
C 1.58372 -0.11765 -1.45958
H 1.69319 3.00827 0.25940
H -2.26869 3.22626 -0.89482
H -0.40054 1.35141 1.81915
H 0.50733 -4.32436 0.35991
H 1.50378 1.29210 1.85605
H 1.85991 -3.23563 -1.03326
H 2.43906 -0.07819 -2.19161
H -2.02204 -0.71581 1.00329
H -2.18574 0.97417 -0.63393
H -1.45566 -3.16348 1.77227
*
```

---

This record from the Open Molecules 2025 dataset describes a structure of composition C33H25BiCl2N7O2S2. The level of theory is the ωB97M-V functional and the def2-TZVPD basis.

Summary:
- highest occupied orbital energy (eV) = -10.3
- total energy (eV) = -101705.994
- energy relative to the best compared isomer or geometry (same formula, charge and spin) (eV) = 0.789
- F_max (Eh/bohr) = 0.0117
- HOMO-LUMO gap (Ha) = 0.2658

The geometry in ORCA input format:
```
! wB97M-V def2-TZVPD RIJCOSX def2/J DEFGRID3
* xyz 1 1
Bi -0.11458 -0.38926 0.06431
Cl -3.57003 -2.99439 -2.70926
Cl -3.76615 1.35028 -5.86247
S 7.91665 -0.10989 0.36140
S -1.57720 1.24318 1.33745
O -1.74667 -1.37129 -1.03591
O -0.51467 -1.78844 1.89622
N 2.03032 0.78355 1.32862
N 6.98516 -0.00394 -0.94527
N 2.19335 0.59408 -1.38910
N 6.82268 0.06828 1.52680
N -0.90768 1.14529 -1.59150
N -1.89105 -0.62444 3.33561
N -1.93974 1.56356 3.94619
C -3.35479 -5.41000 3.75008
C 3.02132 0.72239 3.50992
C 3.33719 0.49443 -0.69127
C -2.19011 -0.77684 -2.12860
C 1.93490 0.85920 2.65075
C 2.24665 0.55548 -2.71333
C -0.51547 2.39050 -1.77864
C 4.57083 0.32660 -1.32664
C -1.77258 0.63403 2.99710
C -1.46506 -1.72961 2.72915
C -1.79254 0.55728 -2.44733
C -1.86434 -4.14751 2.35530
C -3.68887 0.89246 5.57083
C -2.47771 -5.34613 2.67514
C -3.01687 -3.06981 4.17947
C 3.24281 0.56344 0.77989
C -2.20528 1.14259 5.33524
C 3.43661 0.42123 -3.42598
C 4.26079 0.50212 2.96147
C 4.61026 0.29856 -2.72059
C -3.52638 -0.71966 -4.16787
C -0.97881 3.15388 -2.85644
C -2.27450 1.24930 -3.58008
C 5.75680 0.18219 -0.50138
C -3.05240 -1.38249 -3.02119
C -0.68114 3.71793 3.83858
C -2.13219 -3.00282 3.10429
C -1.84302 2.58240 -3.75206
C -3.62414 -4.27255 4.50143
C -3.15639 0.56314 -4.44585
C 5.66363 0.22224 0.91556
C -2.02234 3.01224 3.69771
C 4.38522 0.42592 1.57382
H -1.83967 1.94093 5.98062
H -3.21780 -2.17727 4.75926
H -4.04837 0.10198 4.90961
H -4.19977 -1.24608 -4.83386
H 5.14680 0.38855 3.57528
H -2.27668 -6.23251 2.08751
H -1.18173 -4.07680 1.51822
H 0.93982 1.03799 3.04428
H -2.73238 3.40822 4.42270
H 0.19875 2.79124 -1.06488
H 5.56595 0.17647 -3.21633
H -0.80547 4.79216 3.68911
H -2.21038 3.14525 -4.60095
H -4.27615 1.79393 5.38106
H -0.64883 4.17724 -2.96972
H 1.29719 0.63040 -3.23810
H 0.02382 3.35080 3.09017
H -2.44131 3.19429 2.71351
H 2.88090 0.79368 4.58036
H -3.85918 0.58827 6.60521
H 3.42316 0.40790 -4.50767
H -1.62770 0.24925 5.54623
H -3.82989 -6.34888 4.00586
H -0.25382 3.55951 4.83117
H -4.30893 -4.32419 5.33880
*
```

---

This record from the Open Molecules 2025 dataset describes the ion C7H20N4P with charge +1 in a non-equilibrium geometry. The level of theory is the ωB97M-V functional and the def2-TZVPD basis.

Summary:
- structure (SMILES) = C=[N+](C)P(=NC)(N(C)C)N(C)C
- highest occupied orbital energy (eV) = -12.4
- total energy (eV) = -22824.159
- energy relative to the best compared isomer or geometry (same formula, charge and spin) (eV) = 0.000
- F_max (Eh/bohr) = 0.0922
- HOMO-LUMO gap (Ha) = 0.3156

The geometry in ORCA input format:
```
! wB97M-V def2-TZVPD RIJCOSX def2/J DEFGRID3
* xyz 1 1
P 0.28659 0.16293 0.18976
N 0.11756 1.31495 -0.94835
N -0.01714 -1.36064 -0.78683
N -0.97066 -0.03624 1.29379
N 1.73613 -0.05557 0.54519
C 1.29796 1.91908 -1.55286
C -1.17493 1.98345 -1.16639
C 0.21771 -1.36567 -2.23784
C 2.54144 -0.86564 1.40305
C -0.76679 0.43414 2.67513
C -0.16820 -2.43135 -0.21456
C -2.32667 -0.23808 0.94467
H -1.40987 1.40302 2.77303
H 2.08606 1.20774 -1.50135
H -1.88937 1.36646 -1.71977
H -1.44051 2.22352 -0.10369
H 0.29621 0.83521 2.76797
H -2.74026 -1.18320 1.28662
H -0.49093 -2.32083 0.77706
H -0.95673 -0.28918 3.48932
H -0.04348 -3.49730 -0.65329
H 1.22743 1.82058 -2.68107
H -2.45581 0.01569 -0.09425
H 2.03149 -0.97929 2.36352
H -0.06955 -2.32294 -2.69227
H -0.43143 -0.53512 -2.69002
H 1.62797 2.88873 -1.19260
H 2.88877 -1.86089 0.96390
H 1.32726 -1.36510 -2.51618
H 3.52334 -0.34951 1.49835
H -0.94943 2.89741 -1.65035
H -2.90415 0.58365 1.43030
*
```

---

This record from the Open Molecules 2025 dataset describes a cluster of 2 separate species, C19H35ClNO5 in total in a non-equilibrium geometry. The level of theory is the ωB97M-V functional and the def2-TZVPD basis.

Summary:
- highest occupied orbital energy (eV) = -11.2
- total energy (eV) = -44512.130
- F_max (Eh/bohr) = 0.0306
- HOMO-LUMO gap (Ha) = 0.2619

The geometry in ORCA input format:
```
! wB97M-V def2-TZVPD RIJCOSX def2/J DEFGRID3
* xyz 1 1
Cl 0.56515 -0.61072 -4.49933
O -1.98854 -2.12086 0.45900
O -0.63344 -3.67131 2.71569
O -0.89911 -4.87778 -0.31362
O 0.40346 4.75493 -1.07478
O -2.12930 3.22655 0.64057
N 2.27006 2.76862 -0.82634
C -2.56436 -3.00056 1.42290
C 1.08083 4.68112 0.15069
C 2.33679 0.98796 -3.18634
C -1.92799 4.05486 -0.49415
C 3.36557 0.86037 -2.03687
C 2.44091 3.07255 1.50153
C -1.87375 -2.98399 2.77135
C 3.48708 1.21889 0.41699
C -0.59701 3.74417 -1.21097
C -2.07704 0.98134 1.45040
C 0.33439 -3.12672 3.58642
C -2.49906 1.90494 0.29187
C -0.76042 -3.66630 -1.03018
C 1.03546 0.19799 -2.95255
C -1.62617 -5.86141 -1.02350
C 3.01397 1.65721 -0.79577
C 3.22590 1.92328 1.58167
C 1.97842 3.45895 0.27815
C -0.72575 -2.48073 -0.08289
H 0.18518 -3.71243 -1.58861
H -1.05544 -6.21351 -1.88900
H 0.01701 -2.62254 0.70449
H -1.73424 -1.94536 3.09343
H -2.65257 -4.01253 1.02843
H 4.07301 0.30494 0.44671
H -2.33691 -0.06327 1.25446
H 3.60201 1.59688 2.54784
H 0.45464 -2.04967 3.41668
H 1.72820 5.56671 0.24294
H 3.36679 -0.18947 -1.71557
H -0.26982 2.74018 -0.89457
H 0.06006 -3.30934 4.63035
H 0.40252 4.71468 1.01974
H 2.17609 2.05060 -3.42018
H -2.74711 3.86482 -1.20838
H -0.99786 1.12714 1.60319
H 2.16694 3.68409 2.35600
H 1.90814 3.08764 -1.72545
H 1.14729 -0.61149 -2.22675
H -1.99901 5.10839 -0.19828
H -1.80271 -6.69721 -0.34941
H -2.50970 -3.49890 3.50239
H -0.40919 -1.60784 -0.66456
H -3.58216 -2.63161 1.57183
H 0.19502 0.84580 -2.68426
H 2.81628 0.55935 -4.07359
H -1.96246 1.52660 -0.59840
H -2.57037 1.34379 2.36263
H -2.59631 -5.47278 -1.35165
H 4.37613 1.12231 -2.37527
H -0.80979 3.66999 -2.28655
H -1.58515 -3.53495 -1.73999
H 1.28377 -3.61746 3.37591
H -3.57432 1.78310 0.09349
*
```

---

Which value of total energy does entry 5 give? -16029.257 eV

---

Among the records above, which one has the highest total energy? C5H8O

---

Which of these has the highest F_max? C7H16N3O